C15H24F18N3O21S6 as an isolated structure in a non-equilibrium geometry. Source: the OMol25 dataset; level of theory: the ωB97M-V functional and the def2-TZVPD basis.

ORCA input file:
```
! RIJCOSX wB97M-V def2-TZVPD def2/J DEFGRID3
* xyz -3 1
C -5.93773 1.46572 2.94429
C -4.99551 2.34924 2.22199
O -3.86304 2.25134 2.07280
N -5.62748 3.67047 1.74293
H -4.88780 3.97451 1.08407
H -6.52158 3.48843 1.27815
C -5.79809 4.60007 2.89709
H -5.52286 0.49072 3.18227
H -6.85323 1.22076 2.40134
H -6.12925 1.95960 3.90912
H -6.72722 4.31709 3.36720
H -5.87462 5.61122 2.50129
H -4.89690 4.58582 3.49765
C -2.10570 1.49822 -0.30826
C -0.98894 1.08588 -1.19753
O -0.62611 1.66238 -2.15145
N -0.32997 -0.15783 -0.74747
H -0.56210 -0.21433 0.27954
H -0.74410 -0.99715 -1.27537
C 1.13618 -0.14529 -0.98102
H -2.64396 2.38731 -0.63424
H -1.68995 1.85922 0.64540
H -2.83091 0.72532 -0.07670
H 1.59125 -0.91385 -0.37246
H 1.57076 0.80535 -0.68624
H 1.33557 -0.27106 -2.03771
C 4.63951 0.59687 1.32468
C 4.35239 -0.56408 0.42764
O 4.24216 -0.52577 -0.73011
N 4.03231 -1.89896 1.08012
H 4.48448 -1.90171 2.00112
H 2.97773 -1.90035 1.27588
C 4.72870 -3.00864 0.39548
H 5.72344 0.64431 1.46920
H 4.07882 0.43987 2.25054
H 4.32605 1.53488 0.88050
H 4.43659 -3.07642 -0.63835
H 4.72063 -3.89373 1.02572
H 5.78695 -2.73081 0.50703
C 5.29673 2.75991 -0.63339
F 4.96196 3.98024 -1.03905
F 4.27027 2.17523 -0.04981
F 5.63835 2.07143 -1.71874
S 6.71511 2.82636 0.58915
O 7.54817 3.92388 0.12958
O 6.03111 3.01369 1.86005
O 7.34204 1.52170 0.42392
C 1.28289 -5.48531 0.63121
F 1.04001 -6.39886 -0.26961
F 0.47662 -5.65705 1.65196
F 2.50328 -5.70178 1.13070
S 1.14573 -3.74136 -0.00753
O -0.22791 -3.61102 -0.40252
O 1.44287 -2.90915 1.16050
O 2.11009 -3.60724 -1.07779
C -1.19791 -4.21624 -4.05704
F -0.59801 -3.69675 -5.13348
F -1.93246 -5.27933 -4.40911
F -0.24971 -4.69475 -3.25535
S -2.28744 -3.00996 -3.14467
O -1.43574 -2.02573 -2.50149
O -3.10908 -2.44174 -4.18956
O -2.97023 -3.87925 -2.21997
C -6.24675 -2.08395 -1.23274
F -5.84024 -2.06322 -2.46917
F -7.51738 -1.69736 -1.21816
F -6.17658 -3.32267 -0.80701
S -5.24527 -0.97575 -0.11739
O -6.20249 -0.67604 0.95147
O -4.02962 -1.63175 0.25072
O -5.04913 0.23498 -0.91275
C -0.35646 1.19408 4.33941
F 0.42777 2.12707 4.88359
F -0.64392 0.31677 5.29628
F -1.48559 1.80545 3.98348
S 0.41713 0.36312 2.87551
O 1.43177 -0.44220 3.51981
O -0.64297 -0.34043 2.18299
O 0.90173 1.52012 2.14824
C 2.64305 3.08744 -3.72804
F 1.53533 3.27593 -4.44703
F 3.39477 4.17155 -3.93892
F 2.30754 3.07349 -2.47972
S 3.52236 1.50113 -4.25602
O 4.89072 1.88652 -4.54279
O 3.35575 0.61997 -3.11929
O 2.80531 1.11415 -5.45651
*
```

Computed properties:
LUMO level, hartree: 0.10832
Electronic energy, eV: -177335.7455
Maximum force, eV/Å: 9.13
HOMO energy, eV: -1.74